Entry from the OMol25 dataset: a molecular structure, C14H23BN6OSr at a distorted geometry (ωB97M-V/def2-TZVPD).

## Properties
Highest occupied orbital energy (eV): -8.206
Frontier orbital gap (eV): 8.18

```
! RIJCOSX wB97M-V def2-TZVPD def2/J DEFGRID3
* xyz 0 1
H 0.06 -1.38 -2.78
N 0.28 0.54 -1.90
B 0.28 3.09 -1.53
N 0.26 1.82 -2.44
C 0.23 1.76 -3.79
Sr 0.61 -0.07 0.60
H 0.24 2.68 -4.35
C 0.17 0.41 -4.16
H 0.12 0.02 -5.16
C 0.16 -0.31 -2.94
H 0.12 4.06 -2.20
C 1.35 -1.39 3.33
H 1.32 -2.27 3.98
H 0.39 -0.85 3.43
H 2.17 -0.74 3.66
N 1.67 3.09 -0.85
N -0.82 3.02 -0.43
N 2.05 2.02 -0.05
N -1.04 1.88 0.35
C 2.66 4.00 -0.91
C -1.68 3.99 -0.08
H 2.52 4.89 -1.50
H -1.63 4.95 -0.58
C 3.72 3.54 -0.13
C -2.54 3.49 0.91
C 3.29 2.30 0.39
C -2.12 2.16 1.12
H 4.65 4.03 0.04
H -3.33 4.02 1.40
H 3.82 1.62 1.05
H -2.56 1.42 1.77
H 1.52 -1.74 2.29
C 0.15 -4.24 0.62
C -1.03 -3.26 0.67
C -2.05 -3.66 -0.39
C -1.71 -3.33 2.04
O -0.56 -1.98 0.44
H -0.20 -5.26 0.81
H 0.91 -3.98 1.37
H 0.63 -4.20 -0.36
H -2.39 -4.69 -0.20
H -2.92 -3.01 -0.37
H -1.62 -3.62 -1.39
H -1.03 -3.04 2.85
H -2.57 -2.66 2.07
H -2.06 -4.35 2.23
*
```



Entry from the OMol25 dataset: a molecular structure, C14H23BN6Sn at a distorted geometry (ωB97M-V/def2-TZVPD).

## Properties
Relative energy (zero: lowest compared OMol25 entry of this formula, charge and spin) (kJ/mol): 0.0
Highest occupied orbital energy (spin up / spin down) (eV): -22.533 / -22.568
Frontier orbital gap (spin up / spin down) (eV): 4.46 / 4.60

```
! RIJCOSX wB97M-V def2-TZVPD def2/J DEFGRID3
* xyz 4 1
C 2.79 -0.30 -0.12
N 1.53 -0.35 -0.61
N 1.63 -0.41 -1.99
C 2.92 -0.48 -2.34
C 3.68 -0.40 -1.18
B 0.37 -0.28 -2.91
N -0.61 -1.46 -2.59
N -1.15 -1.63 -1.34
C -2.08 -2.61 -1.37
C -2.08 -3.11 -2.67
C -1.15 -2.39 -3.40
Sn -0.56 -0.46 0.40
N -0.33 1.04 -2.43
N -0.74 1.23 -1.14
C -1.29 2.46 -1.05
C -1.24 3.05 -2.31
C -0.62 2.13 -3.16
H -1.68 2.88 -0.15
H -0.40 2.19 -4.21
H -1.61 4.01 -2.60
H 0.66 -0.25 -4.06
H -0.81 -2.47 -4.42
H 3.20 -0.61 -3.38
H -2.70 -3.92 -3.02
H 4.76 -0.42 -1.12
H -2.66 -2.88 -0.50
H 3.02 -0.21 0.93
H -2.45 -1.04 1.80
C -2.32 -1.90 2.49
H -3.09 -2.65 2.23
H -1.31 -2.34 2.39
H -2.50 -1.56 3.51
C -0.45 2.02 2.78
C 0.86 1.23 2.68
C 1.66 1.31 4.00
C 0.58 -0.24 2.33
H -1.09 1.63 3.59
H -1.02 2.00 1.83
H -0.22 3.08 3.00
H 1.49 1.68 1.88
H 1.07 0.87 4.83
H 2.60 0.75 3.90
H 1.89 2.36 4.23
H 1.50 -0.84 2.22
H -0.07 -0.72 3.08
*
```



Entry from the OMol25 dataset: 2 unconnected molecules or ions with the total composition C14H23ClF2IN2O3 at a distorted geometry (ωB97M-V/def2-TZVPD).

## Properties
Highest occupied orbital energy (eV): -12.834
Frontier orbital gap (eV): 9.35

```
! RIJCOSX wB97M-V def2-TZVPD def2/J DEFGRID3
* xyz 1 1
C -2.27 -2.03 -3.16
C -1.35 -0.99 -2.43
C 0.02 -1.68 -2.24
C -1.33 0.29 -3.34
C 0.05 0.96 -3.51
C 0.74 1.45 -2.24
N 0.31 1.99 -1.09
C -1.10 2.26 -0.77
C -1.33 3.50 0.12
F -1.60 1.17 -0.12
C 1.47 2.20 -0.34
Cl 1.56 2.83 1.27
C 2.60 1.85 -1.02
I 4.58 2.02 -0.39
N 2.06 1.37 -2.21
F 2.84 0.90 -3.19
H -2.71 -2.74 -2.44
H -1.74 -2.53 -3.98
H -3.11 -1.49 -3.62
H -1.86 -0.80 -1.47
H -0.17 -2.63 -1.71
H 0.50 -1.95 -3.19
H 0.68 -1.10 -1.56
H -2.13 0.96 -2.99
H -1.64 -0.04 -4.34
H 0.73 0.23 -3.97
H 0.02 1.82 -4.21
H -1.60 2.45 -1.73
H -0.45 4.15 0.07
H -2.25 3.99 -0.23
H -1.40 3.19 1.17
C -0.80 -0.63 2.26
C 0.71 -0.72 2.24
O 1.25 -0.57 3.56
C 1.19 -1.67 4.33
O 0.74 -2.74 4.00
O 1.70 -1.37 5.52
C 1.62 -2.43 6.47
H -1.12 0.29 2.76
H -1.20 -0.65 1.25
H -1.23 -1.47 2.82
H 1.12 0.09 1.65
H 1.05 -1.66 1.79
H 2.06 -3.34 6.08
H 0.59 -2.59 6.77
H 2.19 -2.12 7.35
*
```



Entry from the OMol25 dataset: a molecular structure, C14H23ClNO2S at a distorted geometry (ωB97M-V/def2-TZVPD).

## Properties
Relative energy (zero: lowest compared OMol25 entry of this formula, charge and spin) (kJ/mol): 1570.9
Highest occupied orbital energy (eV): -10.578
Frontier orbital gap (eV): 7.55

```
! RIJCOSX wB97M-V def2-TZVPD def2/J DEFGRID3
* xyz 1 1
C -1.96 -3.81 1.39
H -2.58 -4.30 0.64
H -2.35 -3.33 2.16
H -1.20 -4.58 1.58
O -1.37 -2.89 0.51
C -0.73 -3.15 -0.46
C -0.09 -1.95 -0.91
C -1.03 -0.73 -1.61
N -1.76 -0.23 -0.37
C -2.82 0.59 -0.56
C -2.48 2.29 -0.31
H -2.48 2.39 0.64
H -3.13 2.60 -0.89
O -1.13 2.31 -0.89
C -0.37 3.28 -0.62
C 0.04 3.13 1.09
H 1.07 3.54 1.19
H -0.67 3.49 1.75
S 0.45 1.53 1.42
C 1.90 0.96 0.99
C 2.30 -0.36 1.18
C 3.44 -0.76 1.01
C 4.36 0.03 0.08
C 3.90 1.23 -0.19
C 2.74 1.85 -0.18
H 2.54 2.70 -0.26
H 4.61 1.60 -0.99
Cl 5.92 -0.55 -0.54
H 3.80 -1.87 1.27
H 1.75 -0.98 2.00
H 0.50 3.40 -1.22
H -0.92 4.23 -0.73
H -3.66 0.44 0.14
H -3.20 0.37 -1.60
H -1.99 -1.18 0.28
H -0.97 0.48 0.33
H -0.50 0.10 -2.15
H -1.75 -1.17 -1.90
H 0.56 -2.07 -1.94
H 0.58 -1.28 -0.25
H 0.17 -3.89 -0.10
H -1.50 -3.43 -1.01
*
```



Entry from the OMol25 dataset: a molecular structure, C14H23MoN6O2 at a distorted geometry (ωB97M-V/def2-TZVPD).

## Properties
Highest occupied orbital energy (spin up / spin down) (eV): -19.715 / -20.016
Frontier orbital gap (spin up / spin down) (eV): 7.21 / 7.24

```
! RIJCOSX wB97M-V def2-TZVPD def2/J DEFGRID3
* xyz 3 1
Mo -0.58 -0.14 -0.26
C 3.43 -0.90 -0.63
C 2.19 -0.27 -0.10
C 1.63 0.85 -0.79
C 2.14 1.20 -2.15
C 0.79 1.77 -0.08
C 0.54 3.13 -0.67
C 0.33 1.42 1.22
C -0.35 2.42 2.12
C 0.57 0.08 1.70
C -0.07 -0.35 3.00
C 1.56 -0.73 1.09
C 2.03 -1.99 1.74
H 3.19 -1.72 -1.32
H 4.02 -1.32 0.19
H 4.03 -0.18 -1.17
H 3.00 1.88 -2.05
H 1.41 1.71 -2.76
H 2.47 0.32 -2.69
H 1.41 3.76 -0.48
H -0.32 3.63 -0.23
H 0.40 3.10 -1.74
H -1.41 2.22 2.28
H -0.24 3.43 1.76
H 0.12 2.36 3.11
H 0.64 -0.17 3.81
H -0.30 -1.41 3.01
H -0.97 0.21 3.23
H 2.77 -1.73 2.50
H 2.50 -2.67 1.03
H 1.23 -2.52 2.25
N -2.40 0.86 -1.27
N -3.42 -0.08 -1.52
C -3.31 -1.32 -1.03
N -4.22 -2.23 -1.25
N -2.14 -1.47 -0.34
N -1.68 -2.64 0.24
O -0.54 -2.39 0.68
O -2.31 -3.65 0.34
H -2.80 1.62 -0.73
H -2.10 1.25 -2.16
H -4.21 0.20 -2.08
H -5.06 -2.02 -1.78
H -4.13 -3.16 -0.87
N 0.19 -1.46 -3.08
C -0.03 -0.92 -2.07
*
```



Entry from the OMol25 dataset: a single C14H23N3S molecule at a distorted geometry (ωB97M-V/def2-TZVPD).

## Properties
Relative energy (zero: lowest compared OMol25 entry of this formula, charge and spin) (kJ/mol): 0.0
Highest occupied orbital energy (eV): -8.030
Frontier orbital gap (eV): 8.72
SMILES: CC(C)NC(=S)N(CCc1ccncc1)C(C)C

```
! RIJCOSX wB97M-V def2-TZVPD def2/J DEFGRID3
* xyz 0 1
S -2.39 1.43 -0.89
N 0.37 -1.88 4.36
C -0.90 0.66 -0.86
C -0.74 -1.99 3.57
C 1.01 -0.71 4.40
C -1.26 -0.90 2.87
C 0.54 0.43 3.74
C -0.60 0.33 2.92
N -0.59 -0.26 -1.80
N 0.09 0.92 0.09
C -1.04 0.56 -4.04
C -0.93 -1.93 -3.54
C 1.70 -1.07 0.03
C 2.27 1.05 -1.16
C -1.13 1.54 2.21
C -0.16 1.99 1.12
C -1.32 -0.56 -3.03
C 1.51 0.44 0.03
H -1.25 -2.96 3.58
H 1.92 -0.69 5.05
H -2.19 -1.02 2.29
H 1.07 1.37 3.82
H 0.35 -0.64 -1.74
H -1.23 1.55 -3.57
H -1.74 0.48 -4.88
H -0.02 0.56 -4.40
H -1.35 -2.16 -4.55
H -1.29 -2.66 -2.82
H 0.18 -2.01 -3.55
H 1.44 -1.55 -0.95
H 1.08 -1.53 0.81
H 2.73 -1.35 0.19
H 1.89 0.74 -2.14
H 2.27 2.15 -1.05
H 3.30 0.65 -1.13
H -1.35 2.38 2.91
H -2.07 1.24 1.77
H -0.57 2.88 0.64
H 0.78 2.34 1.59
H -2.40 -0.59 -2.82
H 2.07 0.79 0.93
*
```



Entry from the OMol25 dataset: a molecular structure, C14H23N6O5Zn (ωB97M-V/def2-TZVPD).

## Properties
Relative energy (zero: lowest compared OMol25 entry of this formula, charge and spin) (kJ/mol): 0.0
Highest occupied orbital energy (eV): -11.355
Frontier orbital gap (eV): 8.96

```
! RIJCOSX wB97M-V def2-TZVPD def2/J DEFGRID3
* xyz 1 1
Zn 0.31 0.34 -0.64
O 0.06 -0.59 3.62
C 0.46 -0.49 2.37
O -0.30 -0.35 1.44
C 1.96 -0.59 2.26
O 2.35 -0.79 0.92
C 3.30 0.17 0.46
C 2.73 1.59 0.45
O 3.44 2.52 0.80
O 1.49 1.68 0.07
H -0.90 -0.47 3.66
H 2.31 -1.41 2.89
H 2.37 0.34 2.67
H 3.55 -0.12 -0.56
H 4.21 0.15 1.07
C 1.84 -3.98 -3.52
N 1.34 -3.39 -2.28
C 1.41 -4.16 -1.05
C 0.78 -2.16 -2.24
N 0.26 -1.63 -1.18
N 0.75 -1.49 -3.47
C 0.76 -0.12 -3.68
N 0.79 0.22 -5.00
N 0.73 0.71 -2.70
H 2.35 -4.90 -3.29
H 2.55 -3.32 -4.02
H 1.03 -4.23 -4.22
H 2.06 -5.02 -1.21
H 0.43 -4.54 -0.74
H 1.84 -3.56 -0.25
H 0.35 -2.22 -0.37
H 0.76 -2.07 -4.29
H 1.02 -0.45 -5.71
H 0.90 1.19 -5.24
H 0.81 1.67 -3.00
C -4.81 3.92 -1.74
C -3.63 3.05 -1.39
C -2.50 3.56 -0.77
C -1.45 2.72 -0.45
N -1.47 1.41 -0.73
C -2.56 0.91 -1.33
C -3.64 1.68 -1.67
H -4.52 4.97 -1.79
H -5.59 3.82 -0.98
H -5.24 3.63 -2.70
H -2.43 4.61 -0.52
H -0.55 3.09 0.03
H -2.54 -0.16 -1.52
H -4.50 1.22 -2.15
*
```



Entry from the OMol25 dataset: a molecular structure, C14H23N6OSV (ωB97M-V/def2-TZVPD).

## Properties
Relative energy (zero: lowest compared OMol25 entry of this formula, charge and spin) (kJ/mol): 71.2
Highest occupied orbital energy (spin up / spin down) (eV): -9.185 / -9.720
<S²>: 3.76
Frontier orbital gap (spin up / spin down) (eV): 5.60 / 6.13

```
! RIJCOSX wB97M-V def2-TZVPD def2/J DEFGRID3
* xyz 1 4
V -0.25 -0.64 0.55
N 1.48 0.58 4.34
C 0.59 0.29 3.33
S 0.53 -1.39 2.80
N -0.07 1.28 2.83
N -0.88 0.92 1.74
C -1.89 1.69 1.55
C -2.86 1.54 0.49
C -3.92 2.46 0.46
C -4.91 2.40 -0.49
C -4.86 1.39 -1.45
C -3.84 0.47 -1.45
C -2.81 0.52 -0.50
O -1.84 -0.38 -0.56
H 1.68 -0.19 4.96
H 1.32 1.46 4.80
H -2.04 2.51 2.25
H -3.94 3.23 1.22
H -5.72 3.12 -0.49
H -5.64 1.33 -2.20
H -3.79 -0.31 -2.20
N 4.75 -2.91 0.22
C 3.47 -2.43 0.91
C 2.27 -3.05 0.22
C 1.83 -2.38 -1.10
N 0.39 -2.11 -1.01
C 2.61 -1.10 -1.41
C 2.87 -0.17 -0.23
N 1.61 0.50 0.17
C 3.47 -0.91 0.99
H 4.81 -3.93 0.21
H 5.58 -2.55 0.70
H 4.79 -2.58 -0.75
H 3.54 -2.84 1.92
H 1.46 -2.94 0.94
H 2.42 -4.13 0.09
H 2.02 -3.07 -1.93
H -0.13 -2.97 -0.88
H 0.02 -1.70 -1.87
H 2.09 -0.54 -2.20
H 3.57 -1.36 -1.87
H 3.59 0.58 -0.55
H 1.37 1.19 -0.55
H 1.74 1.04 1.02
H 2.91 -0.65 1.88
H 4.50 -0.56 1.16
*
```